The following is a quantum chemistry calculation of a structure of composition C26H58FeOP4 in a non-equilibrium geometry, from OMol25.

```
90
Properties=species:S:1:pos:R:3:lowdin_spin:R:1
Fe 0.03584 0.98001 -0.04066 3.245
P 1.62356 -0.44590 1.00935 0.038
P 1.19301 2.68768 -0.48850 -0.024
P -1.08920 -1.82488 -0.45682 0.186
H -1.90300 0.21164 -0.95781 0.017
C -1.44603 0.43244 -2.05248 0.186
C -0.66299 1.74154 -2.01882 -0.049
H -1.48468 2.62722 -2.22327 0.008
C 3.00166 -1.07939 -0.03709 0.012
C 2.54046 0.53922 2.25997 0.006
C 1.32246 -1.99135 1.99391 0.003
C 0.68907 4.04373 -1.58097 0.009
C 1.50005 3.55100 1.08614 -0.012
C 2.87726 2.26925 -1.03719 0.015
C -2.44116 -2.21213 -1.65348 0.014
C -1.72602 -2.77740 0.95495 0.037
C 0.14884 -2.94821 -1.21243 0.022
H -1.01336 -0.54705 -2.33180 0.007
H 0.03700 1.77026 -3.01016 0.003
H 3.77100 -1.53594 0.60033 0.002
H 3.45526 -0.26840 -0.60825 0.000
H 2.63450 -1.83829 -0.73844 0.000
H 3.13001 -0.12794 2.90319 0.001
H 1.83569 1.09195 2.89118 0.000
H 3.21281 1.24596 1.76697 0.000
H 1.15415 -2.85859 1.34339 0.000
H 0.46740 -1.87909 2.67214 0.000
H 2.21410 -2.20075 2.60970 0.000
H 1.32145 4.91945 -1.33459 0.001
H -0.35450 4.29901 -1.43340 0.000
H 0.85949 3.76102 -2.62823 0.000
H 1.94316 4.51770 0.83042 -0.002
H 2.18623 2.97980 1.71088 0.000
H 0.57477 3.70544 1.64899 0.000
H 3.28910 3.14477 -1.53542 0.001
H 2.85848 1.42787 -1.75320 0.001
H 3.50368 1.99209 -0.18845 0.000
H -2.70760 -3.25761 -1.47094 0.005
H -2.08746 -2.08062 -2.68269 0.000
H -3.31147 -1.56197 -1.48994 0.001
H -2.37799 -3.54656 0.55057 0.005
H -2.30354 -2.12521 1.62999 0.001
H -0.90120 -3.23053 1.49961 0.000
H -0.38516 -3.59952 -1.90734 0.004
H 0.62112 -3.55258 -0.43238 0.000
H 0.91707 -2.38491 -1.76575 0.001
C -1.99912 0.37750 -5.29148 0.188
C -0.75552 -0.26643 -5.38703 0.116
C -0.67572 -1.61008 -5.75437 0.052
C -1.85036 -2.26822 -6.14427 0.235
C -3.09980 -1.66155 -6.12194 -0.001
C -3.20082 -0.30142 -5.80332 0.190
O -2.30354 1.29119 -4.45179 0.242
H -2.31694 0.82964 -3.21260 0.062
H 0.12834 0.32906 -5.04214 0.004
H 0.27552 -2.15668 -5.70088 -0.001
H -1.76067 -3.29190 -6.52250 0.009
H -4.02667 -2.21192 -6.32424 -0.003
H -4.12392 0.24547 -5.67582 0.007
C -3.48542 3.33344 -0.45678 0.001
C -2.36608 3.36948 0.59117 0.015
C -2.64139 4.43202 1.65712 0.004
P -1.88048 1.67497 1.22956 0.077
C -1.09462 1.60547 2.96168 0.017
C -1.60130 2.62979 3.94879 0.004
C -1.15629 0.19183 3.54415 0.002
C -3.47369 0.69708 1.41274 0.016
C -4.44142 1.31336 2.47557 0.006
C -4.22604 0.39565 0.11892 0.000
H -4.45484 3.06975 -0.01650 0.000
H -3.26706 2.65289 -1.28405 0.001
H -3.59587 4.33420 -0.88625 0.000
H -1.44145 3.67755 0.07066 0.002
H -3.40694 4.12623 2.38185 0.000
H -1.72935 4.71487 2.19840 0.000
H -3.00423 5.34503 1.16110 0.001
H -0.03719 1.84037 2.74156 0.004
H -2.68941 2.67720 3.98278 0.000
H -1.25734 2.36418 4.95282 0.001
H -1.21556 3.63096 3.75149 0.000
H -1.02423 -0.59534 2.78973 0.001
H -0.35227 0.06847 4.28425 0.000
H -2.11166 0.00823 4.05874 0.000
H -3.12135 -0.26722 1.84529 0.000
H -4.69805 2.37177 2.24617 0.000
H -5.39152 0.72950 2.45707 0.001
H -4.04235 1.24441 3.51144 0.000
H -3.60190 0.48577 -0.77316 0.000
H -4.60641 -0.63716 0.14496 0.000
H -5.09258 1.05664 -0.00770 0.000
```

Summary:
Net charge: +3
⟨S²⟩: 8.904
Orbital gap (spin up / spin down): 6.46 / 6.32 eV
2S+1: 6

The following is a quantum chemistry calculation of a cluster of 8 separate species, C51H39BrO20 in total in a non-equilibrium geometry, from OMol25.

```
111
Properties=species:S:1:pos:R:3:lowdin_charge:R:1
O -2.32404 -2.34997 1.49739 -0.041
C -1.23938 -1.53791 1.57683 -0.221
O 0.13052 -2.13563 1.46997 -0.035
C -1.45331 0.08956 1.82422 -0.090
C 0.03088 0.76727 2.01288 -0.176
C -0.00697 2.42903 2.06821 -0.590
Br -1.34624 3.27952 3.34650 0.683
C 1.41360 2.75064 2.85057 -0.175
C 2.47542 3.21474 1.69130 -0.222
C 3.87096 2.38573 1.46169 -0.032
C 4.14728 1.20353 2.57280 -0.256
O 3.45183 0.04483 2.43885 -0.032
O 5.05737 1.35134 3.71998 -0.020
O 1.58405 3.40857 0.50893 -0.083
C 0.12076 3.16654 0.57995 -0.202
O -0.82379 3.43620 -0.32477 0.014
H 0.36072 -2.28627 0.49498 0.138
H -2.03942 0.19065 2.85664 0.134
H -2.05665 0.57093 0.94238 0.145
H 0.42947 0.41653 3.07696 0.139
H 0.80425 0.45394 1.17912 0.144
H 1.75192 2.04842 3.72296 0.136
H 1.14433 3.74227 3.43129 0.076
H 2.78738 4.33208 1.93435 0.161
H 4.74847 3.19445 1.49042 0.113
H 3.83448 1.90429 0.38806 0.150
H 4.75406 2.13111 4.30172 0.122
C 6.00373 5.25905 -3.11015 0.030
C 6.07589 4.95909 -1.80971 0.030
C 4.87125 4.95516 -0.95646 -0.353
O 4.93666 4.68268 0.23433 0.056
C 3.58430 5.29377 -1.59593 0.039
C 3.51215 5.59374 -2.89637 0.043
C 4.71679 5.59766 -3.74962 -0.362
O 4.65137 5.87015 -4.94041 0.086
H 6.87772 5.26726 -3.74994 0.125
H 7.01223 4.70786 -1.32602 0.124
H 2.71032 5.28556 -0.95614 0.116
H 2.57580 5.84496 -3.38006 0.127
C -3.83032 -4.24084 -0.59421 0.023
C -4.17055 -5.50883 -0.34370 0.024
C -5.27007 -6.16620 -1.07728 -0.381
O -5.58346 -7.32611 -0.84724 0.084
C -5.97756 -5.36904 -2.09894 0.009
C -5.63733 -4.10105 -2.34945 0.025
C -4.53781 -3.44368 -1.61588 -0.380
O -4.22442 -2.28377 -1.84591 0.094
H -3.02688 -3.74345 -0.06475 0.086
H -3.66083 -6.10705 0.40205 0.121
H -6.78101 -5.86643 -2.62840 0.081
H -6.14705 -3.50283 -3.09520 0.122
C -10.90438 -5.40900 -3.43836 0.027
C -12.09474 -6.01340 -3.37449 0.026
C -12.27762 -7.26716 -2.61695 -0.378
O -13.36632 -7.82210 -2.55961 0.104
C -11.09519 -7.82592 -1.93179 0.002
C -9.90484 -7.22152 -1.99565 0.019
C -9.72196 -5.96776 -2.75320 -0.356
O -8.63326 -5.41282 -2.81054 0.068
H -10.75291 -4.48934 -3.99020 0.122
H -12.97178 -5.61574 -3.87096 0.123
H -11.24667 -8.74559 -1.37995 0.126
H -9.02780 -7.61918 -1.49919 0.129
C 6.75090 0.06297 6.38380 0.025
C 7.87509 -0.60288 6.66517 0.027
C 8.99336 0.04785 7.37598 -0.382
O 10.02345 -0.56024 7.63216 0.101
C 8.82064 1.46158 7.76501 0.031
C 7.69645 2.12743 7.48363 0.027
C 6.57819 1.47670 6.77283 -0.369
O 5.54809 2.08479 6.51665 0.080
H 5.92148 -0.39915 5.86249 0.122
H 8.01681 -1.64040 6.38718 0.124
H 9.65006 1.92370 8.28631 0.124
H 7.55473 3.16495 7.76163 0.095
C 0.37477 4.20552 -8.05713 0.020
C 0.80410 4.28240 -9.32050 0.020
C 2.16981 4.74366 -9.63874 -0.386
O 2.56293 4.81624 -10.79490 0.096
C 3.04273 5.11489 -8.50737 0.027
C 2.61341 5.03801 -7.24401 0.027
C 1.24769 4.57676 -6.92576 -0.379
O 0.85457 4.50418 -5.76960 0.095
H -0.62413 3.86999 -7.80641 0.122
H 0.17616 4.01301 -10.16129 0.122
H 4.04163 5.45043 -8.75809 0.124
H 3.24134 5.30740 -6.40321 0.083
C 9.30777 7.70657 9.91509 0.024
C 8.96754 6.43858 10.16560 0.023
C 7.86802 5.78121 9.43203 -0.379
O 7.55463 4.62130 9.66206 0.085
C 7.16053 6.57837 8.41036 0.023
C 7.50076 7.84636 8.15985 0.024
C 8.60028 8.50373 8.89343 -0.382
O 8.91367 9.66363 8.66339 0.105
H 10.11122 8.20396 10.44455 0.124
H 9.47726 5.84036 10.91135 0.123
H 6.35709 6.08098 7.88090 0.123
H 6.99104 8.44458 7.41410 0.124
C -10.58694 -10.05718 -5.77125 0.028
C -10.15761 -9.98030 -7.03461 0.023
C -8.79190 -9.51904 -7.35286 -0.383
O -8.39877 -9.44647 -8.50902 0.103
C -7.91897 -9.14781 -6.22149 0.027
C -8.34830 -9.22469 -4.95812 0.029
C -9.71401 -9.68595 -4.63988 -0.365
O -10.10714 -9.75852 -3.48372 0.085
H -11.58584 -10.39272 -5.52052 0.125
H -10.78555 -10.24969 -7.87541 0.124
H -6.92007 -8.81227 -6.47221 0.125
H -7.72036 -8.95530 -4.11733 0.124
```

Summary:
Structure (SMILES): O=C(O)CC[C@@]1(Br)C[C@@H](CC(=O)O)OC1=O.O=C1C=CC(=O)C=C1.O=C1C=CC(=O)C=C1.O=C1C=CC(=O)C=C1.O=C1C=CC(=O)C=C1.O=C1C=CC(=O)C=C1.O=C1C=CC(=O)C=C1.O=C1C=CC(=O)C=C1
Orbital gap: 7.57 eV
2S+1: 1

The following is a quantum chemistry calculation of the molecule H2N2O2 in a non-equilibrium geometry, from OMol25.

```
6
Properties=species:S:1:pos:R:3:lowdin_spin:R:1
N -0.17260 -0.67633 -1.34484 0.844
N 0.00361 -0.00944 -0.33925 0.830
O 0.08199 0.31926 1.81333 0.017
O -0.26804 -0.62049 0.82717 0.241
H -0.09309 -0.01335 -2.13779 0.055
H 0.44813 1.00034 1.18137 0.014
```

Summary:
⟨S²⟩: 2.008
Orbital gap (spin up / spin down): 8.36 / 7.42 eV
2S+1: 3

ΔE to the lowest compared entry with this formula, charge and spin for every record listed, in sequence, given in kcal/mol: 78.13; 182.56; 81.50.